Model A:
7
Properties=species:S:1:pos:R:3:mulliken_charge:R:1 method="wB97M-V/def2-TZVPD" total_charge=0
C -0.271 -0.639 -0.077 -0.75
H 1.211 1.332 0.196 0.07
P 0.371 0.859 -0.800 -0.05
H 1.561 0.247 -1.371 0.06
H 0.341 -1.145 0.732 0.35
H -1.052 -1.317 -0.380 0.47
I -2.161 0.663 1.700 -0.15

***

Model B:
7
Properties=species:S:1:pos:R:3:mulliken_charge:R:1 method="wB97M-V/def2-TZVPD" total_charge=0
I -3.989 -0.064 0.023 -0.35
P -0.905 -0.109 0.011 0.05
H 1.215 0.719 0.835 0.28
C 0.717 0.495 -0.002 -0.59
H 1.052 1.045 -0.764 0.29
H -1.219 -1.216 0.976 0.18
H -0.828 -0.815 -1.149 0.14

***

Which is the most stable structure? model A is the most stable.

***

Model A:
18
Properties=species:S:1:pos:R:3:mulliken_charge:R:1 method="wB97M-V/def2-TZVPD" multiplicity=2 total_charge=-1
H -1.064 -0.243 2.338 0.33
C -0.412 1.325 0.268 0.48
H -1.183 3.271 0.652 0.26
H -1.291 -1.717 1.219 0.33
C -1.013 -0.667 1.345 -0.97
H -2.261 1.856 1.216 0.34
H 1.225 -3.215 -0.810 0.40
C 0.762 1.887 -0.495 -0.92
H 0.899 -0.696 -2.279 0.27
N -0.533 -0.035 0.246 -0.39
H 1.643 2.037 0.147 0.18
H 0.506 2.877 -0.903 0.31
H 0.225 -1.353 -1.106 0.43
O 1.289 -3.771 -0.015 -0.69
C -1.366 2.197 0.708 -1.02
O 0.999 -1.463 -1.705 -0.75
H 1.082 1.242 -1.308 0.12
H 0.495 -3.532 0.483 0.31

***

Model B:
18
Properties=species:S:1:pos:R:3:mulliken_charge:R:1 method="wB97M-V/def2-TZVPD" multiplicity=2 total_charge=-1
O -0.702 -1.956 1.407 -0.73
H 1.034 2.009 -0.214 0.29
C 1.890 0.553 -1.299 -1.08
H 2.339 1.473 -1.695 0.42
H 2.725 0.038 -0.812 0.27
H 0.904 -1.566 0.094 0.21
O -1.465 -0.048 3.784 -0.69
C -0.947 -0.795 -0.725 -0.53
H -0.779 1.198 -1.804 0.34
N 0.827 1.042 -0.391 -0.35
C -0.181 -1.499 0.323 -0.32
C -0.523 0.768 -0.804 -0.82
H 1.501 0.061 -2.187 0.30
H -1.246 1.271 -0.150 0.41
H -0.511 -0.133 3.743 0.31
H -1.134 -1.154 -1.769 0.31
H -1.714 -0.458 2.936 0.35
H -2.017 -0.805 -0.436 0.31

***

Which is the most stable structure? model A is the most stable.